# C56H116F12N7O10S4

A cluster of 9 separate species, C56H116F12N7O10S4 in total (ωB97M-V/def2-TZVPD, the Open Molecules 2025 dataset).

Summary:
E_tot: -166779.700 eV
Charge: +3
Relative energy (zero: lowest compared OMol25 entry of this formula, charge and spin): 537.3 kJ/mol
Gap between HOMO and LUMO: 0.2677 hartree

Element x y z (Å)
C 4.867748 1.671496 -4.544241
C 4.279677 0.767197 -5.664215
C 3.515147 -0.487993 -5.221066
C 2.108547 -0.075620 -4.706543
N 1.053102 -1.211943 -4.729449
C 0.805306 -1.740970 -6.168445
C -0.651286 -2.008841 -6.243681
C -1.232790 -0.853744 -5.602553
C -0.333552 -0.700534 -4.300351
C 1.579010 -2.340431 -3.788029
H 5.200537 2.648934 -4.893476
H 5.716309 1.226099 -4.024946
H 4.132311 1.951284 -3.789964
H 5.010935 0.561169 -6.445823
H 3.649537 1.378217 -6.310496
H 4.052673 -1.015805 -4.433300
H 3.453465 -1.183490 -6.058069
H 1.558582 0.615241 -5.345560
H 2.078155 0.186499 -3.648964
H 1.413249 -2.604558 -6.438090
H 1.098766 -0.941889 -6.849231
H -0.940368 -2.807261 -5.560263
H -1.096526 -2.277007 -7.201780
H -2.293856 -1.039692 -5.436218
H -1.245003 -0.024481 -6.309856
H -0.540664 -1.259954 -3.388066
H -0.282126 0.352149 -4.022325
H 2.595242 -2.615354 -4.070502
H 0.895606 -3.173456 -3.952745
H 1.498666 -2.017290 -2.750132
C -5.586844 -2.182080 -5.700937
C -6.510953 -1.780314 -4.549689
C -5.912314 -2.052856 -3.167047
C -5.992853 -3.559633 -2.656262
N -5.555017 -3.751391 -1.181834
C -4.148367 -3.105413 -0.962399
C -3.492103 -3.688343 0.236383
C -4.234433 -4.992645 0.444680
C -5.245745 -5.198989 -0.672896
C -6.690080 -3.079805 -0.243231
H -5.351780 -3.243760 -5.776327
H -4.623776 -1.741985 -5.442242
H -6.041772 -1.993504 -6.673353
H -7.433121 -2.359364 -4.598749
H -6.680016 -0.710884 -4.675544
H -6.498141 -1.397146 -2.522871
H -4.902040 -1.644150 -3.146881
H -5.187440 -4.140043 -3.106313
H -6.951647 -4.055516 -2.807643
H -4.227582 -2.019580 -0.909678
H -3.707293 -3.405990 -1.912771
H -3.586930 -3.012046 1.085937
H -2.422187 -3.816391 0.072121
H -4.729877 -4.908100 1.411881
H -3.522154 -5.817390 0.420878
H -6.197053 -5.626802 -0.356510
H -4.928853 -5.795379 -1.528463
H -7.582007 -3.706344 -0.245460
H -6.988563 -2.055331 -0.465666
H -6.203515 -3.116938 0.731430
C -2.892742 3.759404 5.306696
C -1.651208 3.224728 6.048965
C -1.073465 1.988133 5.338779
C 0.121877 1.488742 6.267450
N 0.871160 0.216966 5.694481
C 2.155542 -0.138867 6.548640
C 3.315560 -0.368732 5.619749
C 2.596395 -0.510364 4.287220
C 1.378476 0.286532 4.284282
C -0.077663 -0.989452 5.898631
H -3.452469 4.476142 5.907601
H -3.588823 3.004391 4.941276
H -2.583249 4.189689 4.354247
H -1.934765 3.068362 7.089763
H -0.921477 4.032194 5.989064
H -0.650504 2.338998 4.397458
H -1.885909 1.264095 5.277082
H -0.143757 1.334408 7.313258
H 0.978499 2.162733 6.273715
H 2.015218 -0.847259 7.365094
H 2.254177 0.734188 7.193741
H 3.946136 -1.237099 5.810607
H 3.984224 0.491798 5.598100
H 2.331594 -1.554790 4.122485
H 3.163174 -0.106216 3.448453
H 0.537984 0.003798 3.650460
H 1.522553 1.329588 4.002569
H 0.205998 -1.791387 5.217071
H -1.111375 -0.732627 5.667148
H 0.007145 -1.340588 6.927036
C 1.761194 3.884325 -4.484976
C 0.330516 4.295421 -4.127584
C -0.301655 3.499104 -2.976594
C -1.472134 4.135954 -2.172327
N -1.879300 3.409460 -0.863267
C -2.856059 4.189461 0.055006
C -2.513632 3.974652 1.456382
C -1.179858 3.219447 1.572579
C -0.665332 3.265174 0.140011
C -2.389779 1.968038 -1.018661
H 1.673979 3.136790 -5.273437
H 2.383227 3.537711 -3.659727
H 2.192147 4.768622 -4.954462
H -0.268506 4.459803 -5.023279
H 0.589914 5.297563 -3.786231
H 0.502560 3.375694 -2.251262
H -0.652410 2.556925 -3.397745
H -2.413809 4.333851 -2.684359
H -0.972197 5.028871 -1.797027
H -3.860657 3.851004 -0.198620
H -2.946669 5.255833 -0.151730
H -3.320978 3.543484 2.048319
H -2.425714 4.944175 1.946696
H -1.223207 2.237383 2.043496
H -0.531055 3.803786 2.225035
H 0.060139 2.499407 -0.134607
H -0.193618 4.241662 0.030151
H -3.350771 1.891964 -1.527393
H -2.518409 1.647582 0.015195
H -1.621419 1.417012 -1.560962
C 6.418793 -0.917368 2.158327
C 5.895613 -2.301996 2.033265
C 5.452466 -2.667351 0.612560
N 4.570852 -3.943794 0.589110
C 5.460424 -5.171297 0.864297
C 3.995693 -4.096229 -0.819696
C 2.733807 -5.035457 -0.656143
C 2.370049 -4.915867 0.804123
C 3.319660 -3.874777 1.417547
H 6.985418 -0.749722 3.074265
H 5.755481 -0.058471 2.056214
H 7.222968 -0.754019 1.440890
H 5.092109 -2.375283 2.766140
H 6.698741 -2.947680 2.388474
H 6.261304 -2.771295 -0.110689
H 4.903401 -1.839592 0.163734
H 4.911602 -6.070833 0.585495
H 5.771771 -5.209071 1.908206
H 6.361882 -5.076472 0.258927
H 4.791126 -4.597736 -1.370939
H 3.917312 -3.103557 -1.263034
H 2.944548 -6.066699 -0.939373
H 1.973125 -4.817960 -1.405918
H 2.481753 -5.859825 1.337566
H 1.324092 -4.644077 0.946184
H 3.494366 -3.927378 2.492162
H 2.961317 -2.876657 1.165644
C 5.499084 4.176082 -1.623725
C 5.405464 3.701063 -0.103530
C 3.986823 3.713558 0.426201
N 3.836308 3.603777 1.972560
C 4.400086 2.200311 2.493150
C 2.353154 3.758081 2.390681
C 1.981310 5.199634 2.231720
C 3.292917 5.950701 2.558666
C 4.452571 4.892648 2.603381
H 4.973067 5.110162 -1.820927
H 5.054754 3.588374 -2.427008
H 6.553625 4.363338 -1.826168
H 5.976343 4.374713 0.535524
H 5.944965 2.760082 0.004105
H 3.430116 2.892175 -0.024928
H 3.561970 4.639618 0.038887
H 4.302530 2.190409 3.578734
H 5.373770 2.054449 2.025436
H 3.673820 1.527923 2.036480
H 2.290248 3.497202 3.447125
H 1.706137 3.126035 1.782401
H 1.098799 5.531251 2.778802
H 1.628263 5.322230 1.207787
H 3.311466 6.481141 3.510709
H 3.465031 6.695043 1.781220
H 4.541794 4.558477 3.637049
H 5.365864 5.282678 2.154067
C -1.524384 -5.462745 -2.360436
F -1.104074 -4.199254 -2.043239
F -1.532391 -6.220637 -1.239730
F -2.806386 -5.434735 -2.798272
S -0.377063 -6.193183 -3.794563
O -0.498130 -5.244323 -4.936644
O 0.975218 -6.293398 -3.153710
O -0.943869 -7.495458 -4.077553
C -0.213839 -1.453489 0.701765
F -0.536164 -2.264437 -0.285815
F -1.277287 -0.684257 0.841084
F 0.196997 -2.142646 1.842763
S 1.182051 -0.332463 0.006068
O 1.460077 0.743879 0.940711
O 2.298588 -1.261339 -0.231979
O 0.681044 0.258330 -1.293027
C -7.037647 3.012441 4.944565
F -7.624628 3.286143 6.112869
F -7.066168 4.000983 4.013836
F -5.747981 2.800506 5.192808
S -7.919048 1.482965 4.123087
O -7.949496 0.373695 5.093253
O -9.247162 2.050145 3.839572
N -7.165112 1.213996 2.600748
S -6.279972 0.078444 2.790953
O -5.411687 0.222718 3.979784
O -6.947418 -1.217447 2.630613
C -5.051910 0.345381 1.322133
F -4.094749 -0.573602 1.418899
F -5.646794 0.096343 0.188324
F -4.487316 1.519219 1.233490

Cartesian forces (eV/Å) of the 2 atoms listed first:
C -0.2 -0.2 -0.2
C 0.3 1.0 -0.3